Entry 1:
{
  "formula": "C5H7N",
  "method": "the ωB97M-V functional and the def2-TZVPD basis",
  "symbols": ["C", "N", "C", "C", "C", "C", "H", "H", "H", "H", "H", "H", "H"],
  "xyz": [[-1.71429, 0.15156, -0.18932], [-0.43517, 0.32380, 0.50097], [0.19994, -0.87767, 0.80205], [1.44834, -0.88425, 0.26570], [1.62837, 0.38426, -0.39190], [0.48188, 1.08979, -0.21151], [-2.32955, -0.57325, 0.34458], [-1.49940, -0.23831, -1.19348], [-2.25547, 1.09362, -0.28880], [-0.33283, -1.63187, 1.36877], [2.16531, -1.69187, 0.32599], [2.50468, 0.72199, -0.92952], [0.19151, 2.07387, -0.55828]],
  "forces_ev_per_a": [[-0.28, 0.00, -0.01], [0.19, -0.15, -0.24], [0.08, -0.12, -0.12], [0.03, 0.02, 0.14], [0.06, 0.12, 0.11], [0.05, 0.01, -0.15], [-0.02, 0.15, 0.03], [-0.25, 0.00, 0.12], [0.09, -0.02, 0.13], [0.09, 0.05, -0.22], [-0.04, 0.16, 0.09], [-0.07, -0.03, 0.18], [0.06, -0.20, -0.06]],
  "multiplicity": 1,
  "largest_force_ev_per_a": 0.3,
  "lumo_energy_ev": 1.12,
  "relative_energy_kj_mol": 75.86
}

---

Entry 2:
{
  "formula": "C2H15N3O4",
  "method": "the ωB97M-V functional and the def2-TZVPD basis",
  "symbols": ["C", "N", "C", "N", "N", "H", "H", "H", "H", "H", "H", "H", "H", "H", "O", "H", "H", "O", "H", "H", "O", "H", "H", "O"],
  "xyz": [[-2.35993, 0.20805, -1.06969], [-1.10782, 0.18537, -0.29313], [-0.23188, 1.24787, -0.41483], [0.24783, 1.72615, 0.78758], [0.21752, 1.55926, -1.56179], [-2.37894, 0.93758, -1.87009], [-2.38525, -0.71830, -1.65188], [-3.21879, 0.25894, -0.40613], [-1.33383, -0.07321, 0.65240], [-0.24122, 1.56958, 1.65389], [0.84647, 2.51938, 0.87993], [0.63286, 2.45457, -1.72874], [1.78012, -2.16490, -1.32687], [0.41018, -1.48530, -1.26681], [0.89629, -2.26134, -0.95750], [-0.85207, -0.59803, 2.93298], [0.55298, -0.14310, 2.76286], [-0.22806, 0.03977, 3.28724], [2.85419, 0.61774, -0.91350], [1.96937, 0.32440, -2.11050], [2.83881, 0.13547, -1.74308], [0.94046, -1.55621, 1.11212], [-0.10091, -2.83050, 1.61873], [0.25161, -1.95321, 1.62681]],
  "forces_ev_per_a": [[0.66, -1.21, -0.90], [-0.82, 0.47, 0.00], [1.07, 0.22, 0.74], [-0.37, -0.05, 0.68], [-1.00, -0.35, -1.35], [0.18, 0.68, 0.40], [-0.42, -0.18, 0.30], [-0.09, 0.17, -0.12], [0.47, -0.03, 0.22], [-0.37, -0.33, -0.01], [0.35, 0.25, -0.73], [0.47, 0.34, 0.61], [0.05, 0.14, -0.14], [-0.03, 0.01, 0.10], [0.13, -0.02, -0.21], [0.12, -0.28, 0.09], [0.14, -0.23, 0.13], [-0.36, 0.86, 0.27], [-0.06, 0.06, 0.05], [-0.31, 0.28, 0.02], [0.35, -0.35, -0.07], [0.28, -1.51, -1.33], [0.96, -0.64, -1.20], [-1.39, 1.71, 2.45]],
  "multiplicity": 1,
  "largest_force_ev_per_a": 3.3,
  "lumo_energy_ev": 0.48,
  "relative_energy_kj_mol": 0.00
}

---

Entry 3:
{
  "formula": "C37H27BrCl68O6",
  "method": "the ωB97M-V functional and the def2-TZVPD basis",
  "symbols": ["C", "C", "O", "O", "C", "C", "C", "C", "C", "C", "C", "C", "C", "C", "O", "C", "O", "C", "O", "C", "C", "C", "C", "Br", "C", "C", "O", "H", "H", "H", "H", "H", "H", "H", "H", "H", "H", "H", "H", "H", "H", "H", "H", "H", "H", "H", "H", "H", "H", "H", "H", "H", "H", "H", "C", "Cl", "Cl", "Cl", "Cl", "C", "Cl", "Cl", "Cl", "Cl", "C", "Cl", "Cl", "Cl", "Cl", "C", "Cl", "Cl", "Cl", "Cl", "C", "Cl", "Cl", "Cl", "Cl", "C", "Cl", "Cl", "Cl", "Cl", "C", "Cl", "Cl", "Cl", "Cl", "C", "Cl", "Cl", "Cl", "Cl", "C", "Cl", "Cl", "Cl", "Cl", "C", "Cl", "Cl", "Cl", "Cl", "C", "Cl", "Cl", "Cl", "Cl", "C", "Cl", "Cl", "Cl", "Cl", "C", "Cl", "Cl", "Cl", "Cl", "C", "Cl", "Cl", "Cl", "Cl", "C", "Cl", "Cl", "Cl", "Cl", "C", "Cl", "Cl", "Cl", "Cl", "C", "Cl", "Cl", "Cl", "Cl"],
  "xyz": [[1.13477, -1.89488, 0.51539], [2.53060, -2.13776, -0.22765], [2.69842, -3.26937, -0.77189], [3.59520, -1.16328, -0.26057], [3.54765, -0.59174, -1.63007], [4.26856, 0.86504, -1.54046], [3.67512, 1.91074, -2.62885], [3.02321, 3.22914, -1.98480], [1.82652, 3.73885, -2.97470], [0.35196, 3.45059, -2.33553], [-0.35896, 2.43946, -3.36347], [-0.84910, 1.16750, -2.91318], [-0.76852, 0.60806, -1.42533], [-1.96018, 1.06831, -0.45891], [-1.67824, 2.39626, 0.07264], [-2.62758, 3.34833, -0.41467], [-3.86334, 3.23832, -0.18620], [-1.49145, 0.21279, -4.04981], [-2.52239, -0.48050, -3.87723], [-0.70230, 0.26532, -5.46548], [-0.45418, -1.09658, -6.30616], [1.11111, -1.19300, -6.75811], [1.91378, -2.31946, -5.92602], [3.88871, -2.18659, -6.29026], [-0.24055, 1.55115, -5.92172], [-0.52373, 2.80152, -4.93481], [-0.86516, 3.93844, -5.35177], [0.30263, -2.05550, -0.26929], [0.95387, -2.59067, 1.40543], [1.12947, -0.82596, 0.91567], [4.16287, -1.33179, -2.27267], [2.45967, -0.51845, -1.99374], [4.08750, 1.32838, -0.50884], [5.37718, 0.66345, -1.71476], [4.56086, 2.17581, -3.32555], [2.95107, 1.30315, -3.28973], [3.82263, 4.06219, -2.04622], [2.68436, 3.10450, -0.90321], [1.98755, 3.13923, -3.95250], [1.96360, 4.83756, -3.27297], [-0.29165, 4.41032, -2.29282], [0.46556, 3.03046, -1.28304], [-0.84815, -0.54454, -1.50994], [0.24493, 0.80224, -0.91558], [-2.03869, 0.31051, 0.41158], [-2.95140, 1.02647, -1.02218], [-2.24103, 4.27078, -0.98728], [-1.17388, -1.17296, -7.18277], [-0.58656, -1.94444, -5.53067], [1.11832, -1.49126, -7.85887], [1.67786, -0.21180, -6.59981], [1.58737, -3.33709, -6.32050], [1.79264, -2.23055, -4.79327], [0.31918, 1.64821, -6.90906], [8.19145, 0.49482, -0.08085], [8.85972, 0.47347, -1.72730], [6.84016, -0.65234, 0.02408], [9.45559, 0.02993, 1.07768], [7.61037, 2.13042, 0.30098], [-4.49913, 3.05972, -4.53046], [-2.97199, 2.49958, -3.80551], [-5.70046, 1.75192, -4.47307], [-5.10189, 4.45924, -3.61683], [-4.22027, 3.53217, -6.22097], [1.40342, 7.86534, -4.35633], [2.93820, 7.34861, -3.62253], [0.22930, 6.53355, -4.28224], [0.76700, 9.26718, -3.46900], [1.68155, 8.31479, -6.05224], [-3.43453, -1.07569, 3.52989], [-2.13785, -0.81860, 4.71665], [-4.12539, 0.49104, 3.05858], [-2.76902, -1.88550, 2.09330], [-4.70409, -2.09000, 4.24888], [-7.03387, -2.75074, 7.86929], [-6.66186, -3.43013, 6.26984], [-7.85863, -3.97698, 8.85512], [-5.52536, -2.26365, 8.67064], [-8.08710, -1.33242, 7.67889], [5.52828, -4.95338, 0.81798], [7.05595, -5.49169, 1.54889], [4.33948, -6.27157, 0.89135], [4.90918, -3.54741, 1.71061], [5.80986, -4.50261, -0.87665], [6.00144, 0.43617, -9.20963], [4.28858, -0.03063, -9.16948], [6.99061, -0.88142, -8.54465], [6.49000, 0.75462, -10.88857], [6.23622, 1.90328, -8.23595], [-3.19932, 0.95342, 8.66323], [-2.82119, -0.43354, 9.70901], [-4.58366, 1.84032, 9.33762], [-1.78972, 2.03533, 8.57294], [-3.60102, 0.37692, 7.03200], [-10.10071, -1.22255, 11.24908], [-10.88215, 0.36835, 11.37189], [-10.66853, -2.04953, 9.78184], [-8.33825, -1.01137, 11.16939], [-10.51518, -2.19746, 12.67540], [0.66207, -2.01226, 7.55731], [-0.53509, -3.11573, 6.84677], [-0.08767, -0.42508, 7.83595], [1.23574, -2.67499, 9.10417], [2.03572, -1.83125, 6.44488], [1.62914, -6.94438, 6.75329], [-0.07978, -7.42717, 6.81826], [2.63922, -8.25419, 7.40082], [2.08900, -6.61867, 5.06803], [1.86651, -5.47675, 7.72571], [5.28975, 5.87026, -9.81873], [4.27049, 6.65040, -11.04744], [5.61429, 4.19037, -10.29645], [6.82534, 6.75256, -9.67603], [4.44862, 5.88839, -8.25328], [-3.57616, 4.34156, 3.98262], [-2.91666, 5.97746, 4.20274], [-2.78594, 3.56560, 2.59336], [-3.27746, 3.38018, 5.44722], [-5.32511, 4.44271, 3.68747], [-4.31332, -0.42012, -9.37539], [-6.04353, -0.81800, -9.32310], [-3.37586, -1.77986, -8.71990], [-3.82514, -0.12219, -11.05765], [-4.01210, 1.03743, -8.40390], [-4.16766, -4.45261, -1.25054], [-3.38046, -6.04289, -1.33568], [-2.93498, -3.19336, -1.02173], [-5.05149, -4.14699, -2.76036], [-5.30166, -4.42482, 0.11665], [1.80131, 3.94116, 8.48609], [1.49463, 2.19112, 8.48216], [3.48825, 4.24867, 8.02095], [0.71255, 4.73388, 7.32682], [1.50755, 4.59015, 10.11371], [0.18150, -10.68522, 9.99902], [0.81963, -9.04166, 10.21413], [0.97847, -11.45276, 8.60889], [0.49694, -11.63983, 11.46397], [-1.56955, -10.60705, 9.70859]],
  "forces_ev_per_a": [[0.56, 1.16, -0.20], [0.68, -4.33, -1.01], [-0.52, 4.72, 1.88], [-3.10, -1.01, -0.65], [1.19, 0.67, -0.02], [-0.64, -0.31, -0.48], [0.92, -1.09, 0.10], [0.24, 0.64, -1.75], [0.41, -0.18, 0.33], [0.04, 0.13, -1.97], [-0.48, -2.51, 1.64], [1.26, 1.54, -1.34], [-0.35, -0.68, -0.31], [0.09, -1.68, -0.14], [-1.74, 1.15, -1.89], [-3.85, -0.35, 1.10], [5.22, 0.18, -1.28], [-0.98, -0.79, -0.04], [3.89, 1.91, -0.43], [0.78, 2.39, -0.87], [0.93, 0.60, 1.79], [0.10, -0.27, 0.15], [-0.95, 0.15, -0.53], [-1.18, -0.10, 0.29], [-1.34, -2.47, 2.32], [-0.05, 1.37, -1.12], [1.72, -4.00, 1.57], [1.40, 0.24, 1.34], [0.60, 0.75, -1.48], [-0.26, -1.37, -0.59], [-1.23, 1.36, 0.67], [1.53, -0.03, 0.47], [0.44, -1.01, -1.30], [-1.58, 0.59, 0.39], [-1.60, -0.11, 1.04], [0.74, 1.19, 0.99], [-1.17, -1.38, 0.51], [0.42, 0.05, -1.49], [-0.54, 0.99, 1.50], [-0.30, -1.72, 0.74], [1.16, -1.41, -0.06], [-0.44, 0.38, -1.59], [0.01, 1.82, 0.08], [-1.51, -0.01, -0.93], [0.23, 1.42, -1.27], [1.31, 0.25, 0.80], [-0.01, -1.53, 1.04], [0.98, 0.03, 1.29], [-0.34, 1.17, -1.50], [0.30, 0.51, 1.44], [-1.00, -1.29, -0.42], [0.58, 1.28, 0.86], [0.13, -0.13, -1.70], [-1.02, 0.20, 1.48], [-0.03, -0.12, 0.04], [-0.12, 0.02, 0.24], [0.35, 0.06, 0.13], [-0.21, 0.10, -0.20], [0.08, -0.23, -0.07], [-0.31, 0.04, 0.02], [-1.97, 0.82, 0.01], [0.24, 0.19, -0.02], [0.12, -0.23, -0.15], [0.05, 0.00, 0.32], [-0.19, 0.01, 0.01], [-0.16, 0.12, -0.10], [0.19, 0.38, -0.18], [0.13, -0.22, -0.14], [-0.02, -0.10, 0.29], [0.00, 0.09, -0.05], [-0.03, -0.24, -0.70], [0.13, -0.37, 0.06], [-0.14, 0.05, 0.21], [0.40, 0.32, -0.16], [-0.04, 0.08, 0.09], [-0.23, -0.07, 0.36], [0.20, 0.15, -0.21], [-0.28, -0.09, -0.14], [0.33, -0.24, -0.16], [-0.05, 0.02, -0.13], [-0.24, 0.09, -0.09], [0.19, 0.23, 0.00], [0.19, -0.22, -0.03], [-0.01, -0.08, 0.33], [-0.04, -0.01, 0.11], [0.30, 0.15, -0.10], [-0.17, 0.20, -0.12], [-0.06, -0.02, 0.25], [0.04, -0.57, 0.08], [-0.29, 0.03, -0.03], [-0.17, 0.24, -0.04], [0.23, -0.14, -0.08], [-0.43, -0.07, 0.06], [-0.01, 0.26, 0.80], [0.00, -0.02, -0.02], [0.13, -0.26, -0.03], [-0.06, 0.17, 0.38], [-0.29, -0.02, 0.09], [0.07, 0.16, -0.24], [-0.01, -0.08, -0.10], [0.15, 0.24, 0.16], [0.30, -0.59, -0.25], [-0.11, 0.28, -0.14], [-0.22, -0.04, 0.19], [0.07, -0.02, -0.02], [0.26, 0.08, 0.00], [-0.10, 0.25, -0.22], [-0.08, -0.03, 0.27], [0.02, -0.44, -0.19], [0.00, -0.03, -0.10], [0.15, -0.11, 0.21], [-0.12, 0.61, -0.13], [-0.26, -0.15, -0.01], [0.12, -0.01, -0.22], [0.07, -0.03, -0.02], [-0.10, -0.22, -0.03], [-0.08, 0.27, 0.63], [-0.03, 0.19, -0.27], [0.29, -0.04, 0.04], [-0.06, 0.15, -0.04], [0.31, 0.06, 0.00], [-0.16, 0.15, -0.10], [-0.07, -0.07, 0.27], [-0.04, -0.39, -0.14], [-0.11, -0.09, -0.03], [-0.12, 0.29, 0.02], [-0.12, -0.14, -0.13], [0.19, -0.03, 0.28], [0.22, 0.02, -0.22], [0.07, 0.03, 0.03], [0.25, 0.47, -0.01], [-0.28, -0.05, 0.07], [0.14, -0.16, 0.18], [0.03, -0.11, -0.27], [0.01, 0.04, 0.01], [-0.17, -0.31, 0.07], [-0.14, 0.13, 0.22], [-0.05, 0.15, -0.25], [0.29, -0.01, 0.04]],
  "multiplicity": 1,
  "largest_force_ev_per_a": 5.4,
  "lumo_energy_ev": -1.35,
  "relative_energy_kj_mol": 637.20
}

---

What is the formula in the first record? C5H7N